A structure of composition C25H28CaCl2FN7O4S2. Source: OMol25; level of theory: the ωB97M-V functional and the def2-TZVPD basis.

CARTESIAN COORDINATES (ANGSTROEM)
H  2.64057  -2.58273  -2.95868
N  2.31673  0.10287  -0.80028
C  -1.34877  1.61483  -1.47816
H  1.11423  5.80222  0.71127
H  -1.63549  1.78364  -2.52447
C  1.88817  3.30424  1.66549
H  0.44258  -0.99744  -2.49014
C  -0.96498  4.12423  -1.36921
H  -1.26635  -0.39637  -1.26377
H  1.34623  3.21338  2.61047
C  0.26760  -5.63109  -2.46091
H  -2.26198  1.51904  -0.88363
H  4.30533  0.73394  -1.21975
H  3.01145  1.69587  2.22737
O  -2.66386  -0.80779  0.39537
C  3.43763  2.02963  0.25259
N  0.27871  2.64917  -0.00797
C  0.40036  -4.66586  -1.46938
Ca  0.52749  0.42102  0.90781
H  4.03550  -0.04050  0.34420
N  -4.91789  -0.59101  0.23461
C  -6.18663  0.13707  2.08516
C  1.97266  -3.42559  -2.82746
N  1.28389  -2.66553  -0.58458
C  3.60021  0.65048  -0.38031
H  -0.38334  -6.48441  -2.32154
C  0.98859  -5.48112  -3.63123
H  -4.83953  -0.86756  -0.73156
H  -1.70029  4.27295  -2.14845
C  1.83711  -4.38464  -3.81086
H  0.89703  -6.22394  -4.41217
C  0.50305  -3.05829  0.38650
H  0.07429  0.51003  -3.33348
N  -0.59922  0.36512  -1.32878
C  0.88911  3.66755  0.58644
H  2.46521  0.34465  -2.90445
H  2.61564  4.12123  1.76089
C  -3.72600  -0.54862  0.93375
H  4.02322  -2.76636  4.09564
F  -7.36066  0.48142  2.61913
C  -0.33603  5.19738  -0.76227
H  1.77161  1.70651  -2.03064
N  -3.84862  -0.22754  2.26578
C  -6.19141  -0.26129  0.68138
H  4.42235  2.42219  0.53446
S  0.25625  -2.24220  1.89837
Cl  3.11570  -0.63924  3.73753
C  0.39860  0.08525  -2.37462
H  2.44734  -2.80584  3.18530
H  3.02592  2.72091  -0.48618
Cl  4.29006  -2.48051  1.78017
C  -5.05640  0.15233  2.79851
O  -0.55971  1.12269  2.72758
H  2.39747  -4.29406  -4.73256
H  -5.04546  0.45277  3.83612
O  -7.16137  -0.31451  -0.03870
H  2.31376  -0.91914  -0.81636
N  2.52058  2.01195  1.39976
C  1.24490  -3.55914  -1.64327
C  -0.63720  2.84209  -0.94626
O  -2.32964  1.88953  1.60632
H  -2.01308  -0.94472  2.95069
C  0.60677  4.97641  0.23125
C  -2.60639  -0.03283  3.00462
S  -0.34412  -4.55415  0.09304
C  -1.79410  1.12117  2.40725
C  3.41768  -2.33775  3.30680
H  -2.84400  0.16313  4.04894
H  -0.57082  6.20841  -1.06905
C  1.80179  0.61452  -2.06946


A structure of composition C25H28Cl4FN2O3SZr. Source: OMol25; level of theory: the ωB97M-V functional and the def2-TZVPD basis.

CARTESIAN COORDINATES (ANGSTROEM)
Cl  -2.34699  -1.09923  -7.19703
H  -2.59944  0.02883  -2.66660
H  -3.67384  -1.03668  2.72874
C  -2.39028  0.31761  -1.64037
C  0.19251  2.46530  1.40353
H  -2.51575  -2.71453  2.34498
H  2.79898  -0.31337  4.78881
O  -0.49474  -1.95220  -2.51106
C  -0.89169  1.44106  1.71153
C  1.08454  -0.27206  -5.28556
F  2.92208  -0.29621  -0.36947
H  2.42608  2.29397  -1.30296
H  0.69649  -0.24221  3.51356
H  -2.20294  2.96162  2.46331
S  1.89212  -3.17375  -0.52255
H  -0.80681  1.01793  -0.71771
H  -0.54585  -4.03056  2.65309
H  0.99702  2.49951  -2.09424
C  4.05685  -0.44368  3.05587
H  -2.64140  -0.51062  -0.98107
H  -0.80724  -2.85687  -0.13978
C  0.89797  -0.84917  -4.04326
H  -1.08630  4.21036  1.09700
C  -2.89941  -0.33664  2.43129
C  0.83090  3.00418  2.68471
H  -2.56390  -2.52457  -0.18272
C  -3.08758  1.02087  2.63227
C  -0.33035  -1.49796  -3.75469
H  -4.00853  1.38713  3.07113
C  -0.31993  3.63907  0.56345
C  1.64246  -0.29730  2.98832
H  -0.75105  3.31886  -0.38860
Cl  0.36694  0.37289  -7.83023
C  1.61693  -0.36780  1.59591
H  0.10392  3.55518  3.29109
H  -0.26455  -2.49851  3.49709
C  -2.07627  1.89820  2.28735
Zr  0.91599  -1.19679  -1.21823
C  2.87739  -0.41145  1.00273
C  -1.63145  -2.37703  1.79787
O  -0.99338  0.63440  -1.58641
H  4.98412  -0.50260  3.61077
N  1.62928  1.80995  -1.70480
H  -2.98432  1.19190  -1.37158
C  -1.30779  -1.55302  -4.73329
C  4.06860  -0.46726  1.66157
C  -0.40791  -2.95308  2.51226
Cl  2.57759  0.56362  -5.56119
C  0.09568  -0.34717  -6.27667
N  0.46001  -0.38560  0.80902
C  2.83651  -0.34420  3.70612
H  0.50187  4.32744  0.34254
H  1.24508  2.20519  3.30144
H  4.98140  -0.53117  1.08266
C  -1.09767  -0.99220  -6.00056
C  -1.74452  -2.95738  0.39310
H  2.00674  1.30381  -2.50646
C  -0.72777  0.05903  1.47157
H  -1.88255  -4.04247  0.42944
H  0.95596  1.95428  0.82074
H  1.64173  3.69399  2.43596
Cl  -2.79697  -2.35002  -4.33595
C  -1.72753  -0.85086  1.87252
H  0.49881  -2.82469  1.91803
O  1.80417  -0.77525  -3.04836

## Properties
Charge ... -1


A structure of composition C25H28Cl5HfO2. Source: OMol25; level of theory: the ωB97M-V functional and the def2-TZVPD basis.

CARTESIAN COORDINATES (ANGSTROEM)
C  1.62203  1.17121  5.52104
Cl  0.73492  -1.39095  5.39334
H  -0.57919  -2.49404  -3.09911
C  -1.61459  0.96538  3.12776
H  3.08030  -1.48945  -3.59258
H  -0.87188  2.67393  0.01184
Cl  3.27282  3.71600  2.82900
Cl  1.23239  1.12863  7.19017
Cl  1.72929  1.59565  0.99439
C  0.04548  -2.27378  -0.06572
H  -2.95253  2.44479  2.09765
C  -2.27893  2.24073  -1.61212
H  0.34631  0.48202  -5.04453
H  2.11379  0.11971  -5.10428
C  -0.96983  2.04729  -0.88430
C  1.33322  -1.63108  -0.18963
C  -1.47194  -0.46743  2.93738
H  -2.50475  -0.83910  -0.90326
C  2.27213  2.30341  4.96643
C  1.96914  -1.64997  1.08585
H  0.70520  1.80604  -3.01719
H  2.40031  1.17637  -2.86290
H  -0.09705  2.14764  -1.55268
H  -1.13841  -0.72441  -2.00109
C  -1.84329  -0.13925  -1.42494
H  2.10424  -2.68088  -2.70803
C  2.12822  -2.03025  -3.58747
C  1.22803  0.18539  -4.47577
H  -2.58484  -1.84601  1.52868
C  -2.54669  1.43521  2.17547
Hf  0.08794  -0.31945  1.24621
Cl  2.79347  3.57445  5.97496
O  -0.99612  0.61799  -0.48092
H  -1.17946  1.56778  3.92666
H  1.83360  -1.34488  -1.10060
C  -2.54407  0.89871  -2.27141
H  -3.06510  2.45193  -0.88363
C  -2.96968  0.34861  1.38225
C  1.08855  -2.30028  2.00337
C  1.36289  0.93106  -3.15297
C  -2.29015  -0.83190  1.80783
H  -3.61221  0.67149  -2.38992
H  2.99251  -1.31840  1.24669
O  0.88261  -0.23157  -2.36245
C  1.90058  1.38031  2.77383
C  -0.08452  -2.70325  1.28697
H  1.33294  -2.54803  3.03495
H  -1.16621  -1.03952  -3.99116
H  -1.09211  -1.16916  3.67224
C  0.95505  -1.05783  -3.60472
C  2.46832  2.38556  3.56344
H  -2.07298  0.84926  -3.26795
H  2.09633  -2.67614  -4.47675
C  1.23748  0.10121  4.67471
H  -0.89567  -3.32381  1.66821
H  -0.25750  -2.32338  -4.83322
H  -2.23035  3.06335  -2.32799
H  -0.59426  -2.54636  -0.90567
C  1.27333  0.27577  3.29138
C  -0.34866  -1.76542  -3.88571
H  -3.77049  0.39913  0.64792

## Properties
Charge ... +1


We obtain HOMO-LUMO gap values of 0.2843 0.2542 0.2840 Ha for the records listed above, in that order.
We obtain ΔE to the lowest compared entry with this formula, charge and spin values of 81.59 55.27 129.67 kJ/mol for the records listed above, in that order.